Record 1
The following is a quantum chemistry calculation of a 10-piece molecular cluster, C17H54O17 overall in a non-equilibrium geometry, from the Open Molecules 2025 dataset.

- Energy above the lowest of the compared OMol25 structures with the same formula, charge and spin: 0.779 eV
- LUMO level: 0.124 eV
- HOMO: -9.274 eV
- Kohn-Sham gap: 9.40 eV

Cartesian coordinates (Å):
C (-0.460, 1.046, -4.402)
O (-0.245, 1.680, -3.214)
H (0.428, 0.438, -4.576)
H (-1.285, 0.335, -4.459)
H (-0.521, 1.708, -5.266)
H (0.640, 2.052, -3.221)
C (2.872, 3.388, -1.937)
O (2.458, 2.764, -3.166)
H (3.915, 3.225, -1.666)
H (2.658, 4.456, -1.892)
H (2.243, 2.989, -1.142)
H (2.935, 3.242, -3.849)
C (0.324, 0.196, -0.355)
O (-0.695, 1.210, -0.537)
H (0.195, -0.588, -1.101)
H (1.299, 0.656, -0.516)
H (0.356, -0.321, 0.604)
H (-0.724, 1.398, -1.478)
C (-4.508, 0.043, 2.132)
C (-3.347, 0.831, 1.508)
O (-2.026, 0.271, 1.783)
O (-4.398, -1.326, 1.799)
H (-5.478, 0.435, 1.826)
H (-4.583, 0.245, 3.201)
H (-3.350, 1.876, 1.819)
H (-3.440, 0.794, 0.423)
H (-1.481, 0.261, 0.992)
H (-4.517, -1.355, 0.846)
C (2.083, -3.737, 0.812)
C (3.489, -4.355, 0.721)
O (3.437, -5.622, -0.031)
O (1.721, -2.991, -0.326)
H (2.042, -3.001, 1.614)
H (1.313, -4.498, 0.937)
H (3.894, -4.622, 1.697)
H (4.176, -3.688, 0.200)
H (3.242, -5.482, -0.960)
H (0.768, -2.927, -0.423)
C (-1.492, -3.367, 1.632)
C (-1.999, -3.065, 0.213)
O (-0.911, -3.153, -0.746)
O (-0.698, -2.240, 2.014)
H (-0.920, -4.294, 1.674)
H (-2.310, -3.437, 2.348)
H (-2.354, -2.036, 0.146)
H (-2.774, -3.766, -0.097)
H (-1.246, -2.845, -1.591)
H (-1.357, -1.543, 1.980)
C (-0.746, 0.481, 5.019)
C (0.589, -0.200, 4.722)
O (0.856, -0.303, 3.362)
O (-1.734, -0.342, 4.400)
H (-0.747, 1.474, 4.570)
H (-0.944, 0.576, 6.087)
H (0.644, -1.143, 5.267)
H (1.396, 0.340, 5.217)
H (0.302, -1.005, 3.013)
H (-1.855, -0.112, 3.476)
C (1.758, 3.015, 2.914)
C (1.094, 3.844, 1.717)
O (-0.141, 3.301, 1.386)
O (2.387, 1.814, 2.433)
H (0.965, 2.733, 3.607)
H (2.472, 3.566, 3.526)
H (1.727, 3.977, 0.840)
H (1.025, 4.889, 2.018)
H (-0.108, 2.550, 0.789)
H (1.773, 1.093, 2.592)
C (-4.398, 0.927, -3.811)
C (-3.958, 1.680, -2.508)
O (-5.138, 1.760, -1.663)
O (-4.571, -0.475, -3.654)
H (-3.608, 1.069, -4.548)
H (-5.332, 1.275, -4.254)
H (-3.490, 2.630, -2.763)
H (-3.238, 1.143, -1.890)
H (-4.991, 2.367, -0.934)
H (-4.627, -0.818, -4.548)
C (3.611, -0.513, -1.934)
C (4.835, 0.277, -2.350)
O (5.431, -0.313, -3.468)
O (3.930, -1.845, -1.521)
H (2.906, -0.588, -2.761)
H (3.072, 0.054, -1.175)
H (5.531, 0.384, -1.519)
H (4.598, 1.295, -2.657)
H (6.207, 0.212, -3.677)
H (3.149, -2.352, -1.286)

Record 2
The following is a quantum chemistry calculation of C17H58BaF3O15 as an isolated structure in a non-equilibrium geometry, from the Open Molecules 2025 dataset.

- Charge: +1
- LUMO level: -5.950 eV
- HOMO: -9.569 eV
- Kohn-Sham gap: 3.62 eV

Cartesian coordinates (Å):
Ba (1.108, 2.782, 5.237)
C (0.183, -1.072, 1.400)
O (-0.570, 0.011, 0.727)
O (0.988, -0.361, 2.317)
C (-0.778, -2.311, 1.842)
F (-1.690, -1.763, 2.700)
F (-1.439, -2.799, 0.804)
F (-0.069, -3.319, 2.406)
C (-0.828, -0.149, -0.715)
C (-1.531, 1.099, -1.211)
H (-2.369, 1.419, -0.592)
H (-0.883, 1.976, -1.217)
H (-2.040, 0.851, -2.142)
H (-1.509, -0.997, -0.787)
H (0.041, -0.361, -1.337)
H (0.945, -1.456, 0.722)
C (5.582, 1.290, 0.882)
O (4.231, 1.586, 0.661)
H (6.185, 1.902, 0.211)
H (5.878, 1.597, 1.885)
H (5.661, 0.226, 0.659)
H (3.621, 1.076, 1.201)
C (-3.034, -4.851, 6.692)
O (-3.090, -4.651, 8.124)
H (-2.079, -4.556, 6.257)
H (-3.250, -5.859, 6.337)
H (-3.787, -4.248, 6.186)
H (-2.298, -5.063, 8.478)
C (5.219, -1.788, 5.335)
O (3.984, -2.451, 5.260)
H (5.959, -2.428, 5.816)
H (5.516, -1.537, 4.316)
H (5.034, -0.891, 5.927)
H (3.450, -2.023, 4.586)
C (-3.394, 3.392, 2.773)
O (-2.030, 2.969, 2.841)
H (-3.563, 4.327, 2.240)
H (-4.019, 2.629, 2.308)
H (-3.776, 3.559, 3.780)
H (-1.866, 2.292, 2.179)
C (4.396, -4.856, 1.007)
O (5.514, -5.575, 0.445)
H (3.917, -5.377, 1.836)
H (4.669, -3.851, 1.330)
H (3.712, -4.807, 0.160)
H (6.248, -5.304, 1.001)
C (3.709, -2.312, -3.298)
O (4.492, -3.442, -3.493)
H (3.794, -1.540, -4.063)
H (2.684, -2.666, -3.185)
H (3.990, -1.702, -2.440)
H (4.212, -3.791, -4.342)
C (-3.914, -0.888, -6.610)
O (-4.423, -2.111, -6.122)
H (-3.326, -1.012, -7.519)
H (-4.733, -0.244, -6.931)
H (-3.209, -0.361, -5.967)
H (-4.541, -2.756, -6.824)
C (0.074, -6.897, -1.771)
O (1.251, -6.755, -2.577)
H (0.364, -7.261, -0.785)
H (-0.393, -5.915, -1.698)
H (-0.645, -7.653, -2.087)
H (0.951, -6.599, -3.476)
C (-1.283, 5.590, -5.369)
O (-2.377, 5.794, -6.218)
H (-0.824, 4.625, -5.584)
H (-0.561, 6.380, -5.576)
H (-1.601, 5.538, -4.328)
H (-2.818, 6.591, -5.912)
C (-3.217, 0.516, 6.607)
O (-2.630, 1.778, 6.813)
H (-2.470, -0.229, 6.332)
H (-3.636, 0.173, 7.553)
H (-4.012, 0.611, 5.869)
H (-3.248, 2.376, 7.240)
C (-6.439, 3.832, -4.638)
O (-7.653, 3.151, -4.367)
H (-6.699, 4.854, -4.916)
H (-5.761, 3.789, -3.785)
H (-5.937, 3.359, -5.481)
H (-7.473, 2.414, -3.778)
C (2.810, 2.991, -3.527)
O (3.127, 3.736, -4.699)
H (3.685, 2.421, -3.216)
H (2.454, 3.782, -2.866)
H (1.918, 2.385, -3.688)
H (3.256, 3.150, -5.448)
C (1.318, 5.979, 0.813)
O (1.616, 4.763, 1.473)
H (0.355, 6.401, 1.102)
H (2.082, 6.683, 1.143)
H (1.208, 5.918, -0.270)
H (2.325, 4.276, 1.047)

Record 3
The following is a quantum chemistry calculation of a 11-piece molecular cluster, C17H58N20O11 overall in a non-equilibrium geometry, from the Open Molecules 2025 dataset.

- Energy above the lowest of the compared OMol25 structures with the same formula, charge and spin: 5.865 eV
- LUMO level: -0.712 eV
- HOMO: -8.760 eV
- Kohn-Sham gap: 8.05 eV

Cartesian coordinates (Å):
C (-1.034, -4.318, -0.557)
C (-2.445, -3.891, -1.027)
C (-3.479, -5.027, -1.098)
O (-3.183, -5.950, -2.087)
C (-4.116, -7.013, -2.182)
N (-2.987, -2.774, -0.272)
H (-0.516, -5.106, -1.103)
H (-1.144, -4.561, 0.500)
H (-0.414, -3.423, -0.605)
H (-2.377, -3.597, -2.074)
H (-4.504, -4.697, -1.267)
H (-3.648, -5.474, -0.118)
H (-4.508, -7.365, -1.228)
H (-3.600, -7.845, -2.660)
H (-5.039, -6.739, -2.694)
H (-3.813, -2.360, -0.680)
H (-2.283, -2.050, -0.257)
C (-1.904, 1.729, 2.183)
C (-1.885, 0.464, 1.431)
C (-0.925, 0.739, 0.239)
O (-1.024, -0.381, -0.615)
C (0.165, -0.641, -1.346)
N (-1.249, -0.537, 2.373)
H (-2.702, 2.289, 1.696)
H (-1.026, 2.352, 2.349)
H (-2.374, 1.738, 3.166)
H (-2.927, 0.235, 1.208)
H (0.035, 0.989, 0.690)
H (-1.385, 1.543, -0.335)
H (0.857, -1.145, -0.672)
H (0.518, 0.261, -1.846)
H (-0.014, -1.457, -2.047)
H (-0.865, -1.317, 1.859)
H (-0.403, -0.289, 2.867)
C (3.599, -3.525, -1.900)
O (4.015, -3.129, -2.973)
N (3.999, -4.590, -1.285)
N (2.837, -2.804, -1.150)
H (4.510, -5.291, -1.802)
H (3.608, -4.760, -0.369)
H (2.756, -3.080, -0.182)
H (2.681, -1.844, -1.420)
C (1.649, -1.257, 5.025)
O (0.894, -0.371, 4.683)
N (2.071, -1.429, 6.242)
N (2.057, -2.215, 4.222)
H (1.996, -0.652, 6.883)
H (2.600, -2.278, 6.377)
H (2.207, -1.919, 3.268)
H (2.804, -2.761, 4.626)
C (1.214, -1.501, -5.087)
O (1.063, -2.622, -5.440)
N (2.297, -1.099, -4.567)
N (0.264, -0.627, -5.152)
H (2.463, -0.108, -4.467)
H (2.973, -1.850, -4.534)
H (0.396, 0.323, -4.835)
H (-0.684, -0.965, -5.240)
C (-0.802, 2.287, -3.284)
O (0.281, 2.034, -3.701)
N (-1.975, 1.673, -3.394)
N (-1.164, 3.455, -2.795)
H (-2.845, 2.076, -3.077)
H (-2.006, 0.710, -3.699)
H (-0.467, 4.073, -2.403)
H (-2.139, 3.478, -2.534)
C (-2.411, 5.102, 1.010)
O (-3.463, 4.563, 1.271)
N (-1.305, 5.099, 1.806)
N (-2.228, 5.563, -0.231)
H (-1.492, 4.889, 2.776)
H (-0.498, 5.636, 1.523)
H (-2.995, 5.452, -0.879)
H (-1.345, 5.949, -0.534)
C (1.263, 4.918, -1.234)
O (0.330, 5.496, -1.650)
N (1.073, 3.927, -0.374)
N (2.460, 5.432, -1.269)
H (0.131, 3.620, -0.179)
H (1.797, 3.341, 0.018)
H (3.190, 4.868, -0.858)
H (2.569, 6.327, -1.724)
C (2.476, 2.156, 2.190)
O (2.994, 2.267, 1.068)
N (2.030, 1.072, 2.739)
N (2.116, 3.176, 2.912)
H (2.279, 0.153, 2.404)
H (1.829, 1.081, 3.729)
H (1.623, 2.942, 3.761)
H (2.273, 4.095, 2.523)
C (4.127, 1.644, -2.639)
O (5.227, 1.454, -2.199)
N (3.752, 1.815, -3.916)
N (3.084, 1.705, -1.874)
H (2.748, 1.815, -4.031)
H (4.421, 1.888, -4.669)
H (3.340, 1.478, -0.924)
H (2.152, 2.084, -1.970)
C (-2.962, -0.461, 5.481)
O (-3.877, -0.376, 6.242)
N (-3.086, -1.121, 4.332)
N (-1.715, -0.244, 5.878)
H (-2.402, -0.893, 3.624)
H (-4.020, -1.435, 4.110)
H (-1.020, -0.424, 5.168)
H (-1.417, 0.138, 6.764)

Record 4
The following is a quantum chemistry calculation of a 12-piece molecular cluster, C17H58O12 overall in a non-equilibrium geometry, from the Open Molecules 2025 dataset.

- Energy above the lowest of the compared OMol25 structures with the same formula, charge and spin: 3.981 eV
- LUMO level: 0.168 eV
- HOMO: -9.545 eV
- Kohn-Sham gap: 9.71 eV

Cartesian coordinates (Å):
C (-2.086, 3.536, -0.215)
O (-1.649, 3.248, 1.096)
H (-1.462, 4.280, -0.711)
H (-1.986, 2.596, -0.757)
H (-3.131, 3.817, -0.088)
H (-0.791, 2.824, 1.018)
C (-3.834, -2.519, -2.580)
O (-3.576, -1.178, -2.632)
H (-4.788, -2.583, -2.057)
H (-3.941, -2.930, -3.583)
H (-3.061, -3.069, -2.043)
H (-3.795, -0.852, -1.756)
C (-4.540, -1.327, 0.663)
O (-4.449, -0.137, -0.146)
H (-4.399, -2.200, 0.025)
H (-3.790, -1.439, 1.446)
H (-5.510, -1.412, 1.151)
H (-4.409, 0.558, 0.515)
C (2.202, 2.608, 1.369)
O (0.893, 2.200, 1.105)
H (2.790, 1.819, 1.837)
H (2.630, 2.954, 0.428)
H (2.225, 3.464, 2.044)
H (1.000, 1.364, 0.644)
C (2.245, -1.682, 3.030)
O (2.054, -2.059, 4.349)
H (1.804, -0.690, 2.925)
H (3.327, -1.588, 2.932)
H (1.827, -2.382, 2.307)
H (2.669, -2.767, 4.554)
C (1.427, 2.744, -2.719)
O (2.025, 3.432, -3.780)
H (1.427, 3.293, -1.778)
H (0.384, 2.506, -2.928)
H (2.057, 1.877, -2.518)
H (1.424, 4.147, -4.001)
C (4.590, -0.334, 0.217)
O (5.828, 0.362, 0.529)
H (4.691, -1.407, 0.056)
H (3.846, -0.163, 0.996)
H (4.142, 0.122, -0.666)
H (6.423, 0.040, -0.152)
C (-0.832, -0.039, -1.050)
C (-0.143, -0.710, 0.150)
O (1.225, -0.436, 0.021)
H (-0.468, 0.979, -1.189)
H (-1.899, -0.036, -0.828)
H (-0.614, -0.568, -1.978)
H (-0.375, -1.770, 0.252)
H (-0.565, -0.268, 1.054)
H (1.584, -0.902, -0.738)
C (2.914, -1.004, -4.049)
C (3.412, -1.847, -2.893)
O (2.375, -1.925, -1.933)
H (2.126, -1.499, -4.618)
H (3.722, -0.852, -4.765)
H (2.541, -0.030, -3.732)
H (4.287, -1.348, -2.478)
H (3.780, -2.804, -3.263)
H (1.695, -2.521, -2.256)
C (-0.444, -0.023, -6.077)
C (-1.186, -0.182, -4.753)
O (-2.548, -0.205, -4.875)
H (-0.736, -0.876, -6.689)
H (0.631, -0.134, -5.931)
H (-0.620, 0.921, -6.591)
H (-0.924, 0.674, -4.132)
H (-0.920, -1.126, -4.277)
H (-2.869, -0.296, -3.975)
C (-0.486, 1.560, 4.167)
C (0.771, 1.664, 5.058)
O (0.340, 1.632, 6.428)
H (-0.221, 1.137, 3.198)
H (-1.037, 2.500, 4.130)
H (-1.260, 0.920, 4.589)
H (1.224, 2.619, 4.793)
H (1.509, 0.904, 4.803)
H (0.999, 1.950, 7.049)
C (-1.538, -1.881, 3.480)
C (-2.810, -2.147, 4.321)
O (-3.021, -1.127, 5.277)
H (-0.635, -1.844, 4.090)
H (-1.639, -0.935, 2.949)
H (-1.375, -2.687, 2.764)
H (-2.761, -3.109, 4.831)
H (-3.670, -2.269, 3.663)
H (-2.271, -1.129, 5.877)

Record 5
The following is a quantum chemistry calculation of a 13-piece molecular cluster, C17H60N4O13 overall in a non-equilibrium geometry, from the Open Molecules 2025 dataset.

- Energy above the lowest of the compared OMol25 structures with the same formula, charge and spin: 8.118 eV
- LUMO level: -0.011 eV
- HOMO: -9.047 eV
- Kohn-Sham gap: 9.04 eV

Cartesian coordinates (Å):
C (2.633, -9.263, 6.053)
C (2.598, -9.869, 7.392)
O (1.344, -10.081, 7.849)
H (3.571, -8.655, 5.837)
H (1.763, -8.604, 6.005)
H (2.485, -9.998, 5.256)
H (2.997, -9.132, 8.064)
H (3.336, -10.677, 7.470)
H (1.126, -9.400, 8.446)
C (-4.078, -7.379, 3.557)
C (-3.398, -8.102, 4.724)
O (-4.430, -8.879, 5.385)
H (-4.853, -6.707, 3.940)
H (-4.568, -8.146, 2.887)
H (-3.508, -6.748, 2.853)
H (-2.755, -7.524, 5.356)
H (-2.709, -8.789, 4.101)
H (-4.271, -9.769, 5.099)
C (-1.768, -11.200, 9.400)
C (-2.353, -10.066, 10.223)
O (-3.362, -10.512, 11.006)
H (-1.315, -11.873, 10.128)
H (-1.135, -10.770, 8.652)
H (-2.465, -11.823, 8.844)
H (-2.635, -9.288, 9.571)
H (-1.546, -9.572, 10.783)
H (-3.478, -9.821, 11.695)
C (-3.479, -15.717, 5.963)
C (-2.646, -14.836, 6.773)
O (-3.119, -13.566, 6.972)
H (-3.353, -15.471, 4.948)
H (-4.509, -15.502, 6.295)
H (-3.236, -16.797, 6.080)
H (-1.660, -14.897, 6.368)
H (-2.504, -15.300, 7.721)
H (-3.785, -13.582, 7.683)
C (-0.255, -15.547, 9.604)
O (-0.820, -16.654, 10.282)
N (-0.773, -14.343, 9.511)
N (0.883, -15.529, 9.150)
H (-1.649, -14.308, 10.037)
H (-0.526, -13.594, 8.832)
H (1.291, -16.454, 9.114)
H (1.324, -14.821, 8.623)
C (-4.431, -12.175, 3.920)
O (-5.085, -11.409, 4.784)
N (-4.583, -11.915, 2.668)
N (-3.743, -13.250, 4.222)
H (-5.280, -11.153, 2.443)
H (-4.274, -12.491, 1.893)
H (-3.362, -13.455, 5.174)
H (-3.229, -13.781, 3.476)
C (-0.759, -15.074, 3.495)
O (-1.372, -14.252, 2.506)
H (0.202, -15.440, 3.173)
H (-1.316, -15.915, 3.716)
H (-0.601, -14.462, 4.368)
H (-1.226, -14.579, 1.633)
C (-5.240, -10.802, 8.061)
O (-6.010, -9.616, 8.093)
H (-5.737, -11.756, 7.760)
H (-5.028, -10.937, 9.109)
H (-4.301, -10.746, 7.563)
H (-6.364, -9.512, 7.180)
C (-1.052, -7.793, 7.681)
O (-1.352, -6.462, 7.614)
H (-0.674, -8.097, 8.713)
H (-0.229, -8.023, 7.030)
H (-1.852, -8.498, 7.434)
H (-1.765, -6.222, 6.813)
C (-1.438, -11.303, 5.703)
O (-0.597, -10.237, 5.439)
H (-1.282, -11.793, 6.642)
H (-1.406, -12.087, 4.987)
H (-2.447, -10.908, 5.727)
H (0.029, -10.209, 6.201)
C (1.854, -8.950, 2.793)
O (2.060, -7.710, 2.142)
H (1.241, -8.923, 3.718)
H (2.876, -9.329, 3.096)
H (1.530, -9.524, 2.064)
H (1.467, -7.686, 1.382)
C (-1.271, -10.784, 2.094)
O (-2.581, -10.528, 1.595)
H (-1.155, -11.617, 2.880)
H (-0.981, -9.929, 2.737)
H (-0.477, -10.992, 1.298)
H (-3.228, -11.105, 2.013)
C (1.468, -13.069, 6.243)
O (0.813, -12.717, 7.428)
H (1.356, -14.147, 6.227)
H (2.544, -12.804, 6.172)
H (1.090, -12.736, 5.254)
H (1.014, -11.808, 7.557)